No. 1
Below is 6 unconnected molecules or ions with the total composition C28H66BrNO9P, with properties calculated with ωB97M-V/def2-TZVPD.

Net charge: -1
Orbital gap, hartree: 0.2472
Largest force on an atom, eV/Å: 6.72
Energy, Eh: -4753.50105
Molecular weight, g/mol: 671.712
HOMO energy, eV: -4.36

Last column: Mulliken charge in e.
Cartesian coordinates (Å):
C: 7.39 -1.17 1.87  -0.47
O: 7.34 0.28 1.74  -0.40
C: 6.60 0.70 0.56  -0.27
C: 6.05 2.19 0.70  -0.26
C: 4.63 2.36 1.43  -0.58
C: 4.01 1.02 2.06  -0.77
C: 3.18 0.10 1.03  -0.01
Br: 3.78 -1.76 1.62  -0.17
O: 3.38 0.29 -0.39  -0.14
P: 2.06 -0.41 -1.30  -0.52
O: 0.80 -0.20 -0.07  -0.28
C: 1.57 -0.03 1.18  0.72
N: 0.81 1.04 1.93  -0.68
C: -0.44 0.88 1.61  0.75
O: -1.64 0.71 1.32  -0.63
H: 7.10 -1.73 0.90  0.25
H: 6.65 -1.46 2.71  0.15
H: 8.46 -1.54 2.12  0.25
H: 5.81 -0.10 0.32  0.19
H: 7.35 0.68 -0.33  0.28
H: 6.86 2.78 1.29  0.29
H: 5.94 2.63 -0.37  0.03
H: 3.89 2.94 0.75  0.26
H: 4.81 3.08 2.33  0.36
H: 4.79 0.39 2.60  0.35
H: 3.25 1.36 2.87  0.40
H: 1.02 -0.95 -2.17  -0.02
H: 1.81 0.84 -1.97  -0.05
H: 3.03 -0.91 -2.27  -0.02
H: 2.13 -1.74 -0.77  -0.08
H: 1.33 -1.00 1.74  0.05
C: -6.45 0.11 4.47  -1.03
C: -6.18 -1.34 4.11  -0.28
O: -5.84 -1.53 2.74  -0.43
C: -4.67 -0.86 2.28  -0.47
C: -3.41 -1.27 3.01  -0.35
H: -7.24 0.52 3.83  0.28
H: -6.76 0.19 5.51  0.39
H: -5.56 0.74 4.33  0.26
H: -7.08 -1.92 4.29  0.33
H: -5.40 -1.76 4.75  0.27
H: -4.82 0.22 2.31  0.36
H: -4.57 -1.13 1.22  0.23
H: -3.44 -1.00 4.07  0.28
H: -2.54 -0.77 2.57  -0.06
H: -3.26 -2.35 2.95  0.23
C: -0.37 -2.35 5.24  -0.95
C: -0.03 -3.45 4.25  -0.27
O: 1.32 -3.43 3.81  -0.36
C: 2.32 -3.58 4.82  -0.19
C: 2.22 -4.89 5.57  -1.14
H: -0.14 -1.37 4.81  0.20
H: -1.43 -2.38 5.49  0.33
H: 0.20 -2.44 6.17  0.38
H: -0.65 -3.32 3.36  0.18
H: -0.28 -4.43 4.66  0.34
H: 2.29 -2.73 5.50  0.30
H: 3.28 -3.54 4.30  0.24
H: 1.28 -4.97 6.13  0.27
H: 3.04 -4.98 6.29  0.40
H: 2.26 -5.74 4.88  0.30
C: -4.28 -4.34 0.19  -0.63
C: -3.53 -4.52 -1.12  -0.43
O: -4.37 -4.85 -2.22  -0.43
C: -5.37 -3.90 -2.55  -0.42
C: -4.82 -2.54 -2.94  -0.80
H: -4.86 -5.24 0.43  0.30
H: -3.58 -4.15 1.01  0.21
H: -4.98 -3.50 0.14  0.11
H: -2.82 -5.35 -1.01  0.33
H: -2.93 -3.64 -1.35  0.33
H: -6.10 -3.82 -1.74  0.30
H: -5.92 -4.32 -3.41  0.35
H: -4.29 -2.07 -2.11  0.17
H: -5.62 -1.88 -3.24  0.32
H: -4.11 -2.64 -3.76  0.29
C: 4.91 5.95 -1.39  -0.99
C: 6.39 6.26 -1.24  -0.39
O: 7.22 5.48 -2.10  -0.43
C: 6.99 5.63 -3.50  -0.32
C: 7.20 7.05 -4.00  -1.02
H: 4.72 4.89 -1.22  0.23
H: 4.33 6.53 -0.66  0.39
H: 4.54 6.20 -2.39  0.29
H: 6.70 6.02 -0.22  0.35
H: 6.59 7.32 -1.39  0.34
H: 6.00 5.27 -3.76  0.31
H: 7.71 4.97 -4.00  0.32
H: 6.49 7.75 -3.55  0.26
H: 7.08 7.09 -5.08  0.38
H: 8.21 7.40 -3.75  0.28
C: -5.60 1.97 -4.41  -1.00
C: -4.79 1.26 -5.47  -0.34
O: -5.38 0.06 -5.94  -0.41
C: -6.66 0.17 -6.54  -0.32
C: -6.68 1.06 -7.77  -1.07
H: -5.79 1.31 -3.56  0.23
H: -5.07 2.86 -4.05  0.39
H: -6.57 2.30 -4.79  0.28
H: -3.82 0.99 -5.05  0.35
H: -4.58 1.93 -6.32  0.31
H: -7.40 0.51 -5.80  0.31
H: -6.96 -0.84 -6.83  0.34
H: -6.42 2.09 -7.53  0.26
H: -7.67 1.06 -8.23  0.39
H: -5.95 0.70 -8.51  0.29

***

No. 2
Below is 9 unconnected molecules or ions with the total composition C28H66F15N5O13P, with properties calculated with ωB97M-V/def2-TZVPD.

Net charge: -1
Orbital gap, hartree: 0.1147
Largest force on an atom, eV/Å: 5.43
Energy, Eh: -4197.51123
Molecular weight, g/mol: 996.802
HOMO energy, eV: -2.89

Last column: Mulliken charge in e.
Cartesian coordinates (Å):
C: 2.60 1.24 -4.12  -0.94
C: 1.48 1.57 -5.10  0.08
C: 0.24 0.58 -5.21  0.52
O: -0.37 0.64 -6.51  -0.50
C: -1.46 -0.31 -6.65  -0.74
N: 0.98 3.04 -4.93  0.03
H: 1.71 3.73 -4.81  0.41
H: 0.28 3.24 -5.62  0.42
H: 0.52 3.16 -4.04  -0.04
H: 3.49 1.84 -4.31  0.49
H: 2.88 0.18 -4.12  0.14
H: 2.14 1.37 -3.14  0.12
H: 1.94 1.58 -6.09  0.26
H: -0.55 0.64 -4.46  0.52
H: 0.66 -0.42 -5.15  -0.64
H: -1.07 -1.33 -6.70  0.30
H: -1.87 -0.07 -7.62  0.31
H: -2.26 -0.30 -5.91  0.31
C: 1.76 4.68 1.91  -1.88
C: 1.51 3.19 1.79  1.17
C: 2.28 2.29 2.72  -0.98
O: 2.01 1.01 2.27  0.19
C: 2.58 0.11 3.16  -0.85
N: 0.00 2.92 1.70  1.12
H: -0.49 3.33 0.91  0.52
H: -0.07 1.92 1.62  -0.90
H: -0.49 3.23 2.53  0.27
H: 1.11 5.20 1.19  0.44
H: 2.78 4.91 1.61  0.41
H: 1.61 5.01 2.93  0.37
H: 1.92 2.97 0.81  -0.16
H: 1.99 2.53 3.74  0.38
H: 3.35 2.43 2.57  0.25
H: 2.52 -0.86 2.67  0.05
H: 2.11 -0.04 4.13  0.29
H: 3.66 0.20 3.28  0.40
C: -7.58 2.81 2.47  -1.41
C: -6.47 2.35 3.36  -0.09
C: -5.24 1.71 2.52  -0.32
O: -4.87 2.56 1.44  -0.43
C: -3.73 1.98 0.85  -0.49
N: -5.88 3.50 4.13  -0.13
H: -5.13 3.30 4.79  0.21
H: -5.42 4.05 3.42  0.38
H: -6.52 4.22 4.44  0.37
H: -7.37 3.75 1.96  0.35
H: -8.47 2.96 3.07  0.42
H: -7.84 2.04 1.74  0.37
H: -6.86 1.62 4.07  0.41
H: -5.51 0.74 2.12  0.53
H: -4.44 1.55 3.24  0.19
H: -3.23 2.71 0.22  0.39
H: -3.91 1.05 0.31  0.40
H: -2.95 1.65 1.53  -0.10
C: -0.43 -0.65 -1.04  -1.32
C: 0.25 -1.31 0.16  1.41
C: -0.48 -1.07 1.49  1.36
O: -1.84 -1.47 1.24  -0.49
C: -2.67 -1.48 2.40  -0.38
N: 0.36 -2.85 -0.12  1.04
H: 0.98 -3.16 0.62  -0.22
H: -0.52 -3.30 0.08  0.15
H: 0.83 -3.10 -0.97  -0.28
H: -1.38 -1.15 -1.21  0.39
H: 0.08 -0.68 -2.01  0.18
H: -0.69 0.36 -0.74  -0.09
H: 1.25 -0.86 0.21  -0.28
H: -0.58 -0.05 1.88  -0.64
H: -0.07 -1.74 2.25  -0.30
H: -2.80 -0.47 2.78  -0.19
H: -2.40 -2.10 3.26  0.19
H: -3.57 -2.02 2.10  0.42
P: -2.00 3.15 4.96  1.23
F: -1.09 2.94 6.34  -0.37
F: -1.57 1.65 4.36  -0.35
F: -3.43 2.69 5.60  -0.43
F: -2.67 3.42 3.51  -0.36
F: -2.42 4.62 5.50  -0.39
F: -0.57 3.73 4.34  -0.45
C: 5.50 -0.75 -0.70  -0.60
O: 5.10 0.38 0.10  -0.28
O: 6.51 -1.40 0.07  -0.92
C: 4.22 -1.52 -1.11  0.75
F: 4.52 -2.47 -2.01  -0.26
F: 3.62 -2.22 -0.05  -0.12
F: 3.24 -0.84 -1.73  0.10
C: 4.60 1.51 -0.60  0.47
C: 5.05 2.76 0.10  -1.32
H: 4.62 2.74 1.10  0.12
H: 6.13 2.81 -0.04  0.46
H: 4.57 3.63 -0.36  0.33
H: 3.51 1.44 -0.52  -0.29
H: 4.76 1.67 -1.66  0.33
H: 5.98 -0.42 -1.62  0.20
C: 1.37 -4.43 2.97  -0.25
O: 0.14 -4.60 2.12  -0.14
O: 2.34 -3.84 2.07  -0.74
C: 1.00 -3.70 4.37  0.59
F: 0.04 -2.73 4.37  -0.22
F: 0.64 -4.60 5.28  -0.28
F: 2.05 -3.01 4.95  -0.32
C: -0.89 -5.39 2.59  -0.27
C: -1.82 -5.64 1.45  -1.28
H: -1.84 -4.85 0.70  0.14
H: -1.38 -6.42 0.83  0.39
H: -2.81 -6.02 1.70  0.40
H: -1.40 -4.82 3.36  0.23
H: -0.66 -6.32 3.11  0.38
H: 1.77 -5.43 3.14  0.47
C: 1.14 -4.81 -3.45  -0.06
O: 1.80 -4.34 -4.63  -0.40
O: 2.02 -4.55 -2.35  -0.73
C: -0.40 -4.41 -3.36  0.72
F: -1.04 -5.06 -2.43  -0.32
F: -0.50 -3.09 -3.14  -0.15
F: -1.05 -4.70 -4.52  -0.34
C: 1.71 -2.88 -4.91  0.45
C: 2.66 -2.49 -6.08  -1.48
H: 2.67 -1.43 -6.32  0.24
H: 3.63 -2.64 -5.59  0.40
H: 2.44 -3.17 -6.90  0.36
H: 2.05 -2.23 -4.10  0.01
H: 0.68 -2.66 -5.17  0.19
H: 1.15 -5.87 -3.70  0.15
N: -0.53 3.46 -1.75  1.21
O: 0.41 2.62 -1.76  -0.55
O: -1.13 3.73 -0.73  -0.90
O: -0.82 3.96 -2.81  -0.89

***

> Number 2 is which compound?

C28H66F15N5O13P